Entry 1:
C40H47IrN3O6P2S3 | wB97M-V/def2-TZVPD

Cartesian coordinates (Å):
Ir1 0.56 -0.43 0.95
N1 -0.77 -2.18 2.57
C1 -1.43 -1.50 3.60
C2 -1.74 -2.17 4.79
C3 -2.35 -1.50 5.84
C4 -2.66 -0.15 5.73
C5 -2.33 0.52 4.57
C6 -1.70 -0.12 3.51
P1 -1.08 0.81 2.07
C7 -0.72 2.45 2.75
C8 0.51 2.59 3.41
C9 0.83 3.80 4.00
C10 -0.05 4.87 3.93
C11 -1.25 4.74 3.25
C12 -1.59 3.52 2.67
C13 -2.51 1.02 0.98
C14 -3.79 0.58 1.32
C15 -4.83 0.70 0.41
C16 -4.60 1.25 -0.84
C17 -3.33 1.69 -1.18
C18 -2.29 1.58 -0.28
H1 -0.39 -3.08 2.82
H2 -1.24 -2.24 1.67
H3 -1.51 -3.22 4.87
H4 -2.58 -2.05 6.75
H5 -3.14 0.37 6.55
H6 -2.53 1.58 4.50
H7 1.20 1.76 3.43
H8 1.78 3.91 4.51
H9 0.21 5.82 4.38
H10 -1.93 5.58 3.18
H11 -2.53 3.41 2.14
H12 -3.96 0.13 2.29
H13 -5.82 0.34 0.68
H14 -5.42 1.33 -1.55
H15 -3.13 2.10 -2.17
H16 -1.28 1.86 -0.59
N2 2.28 -0.69 1.71
C19 3.40 -1.41 1.49
C20 4.64 -0.92 1.97
C21 5.81 -1.63 1.75
C22 5.77 -2.84 1.05
C23 4.56 -3.33 0.57
C24 3.39 -2.63 0.79
H17 4.65 0.02 2.50
H18 6.75 -1.25 2.11
H19 6.69 -3.39 0.87
H20 4.53 -4.27 0.03
H21 2.44 -3.02 0.44
C25 -1.04 -1.89 -3.96
C26 -0.16 -3.12 -3.86
C27 -0.74 -4.33 -4.57
O1 0.20 -3.50 -2.51
P2 -0.70 -3.53 -1.19
S1 0.12 -4.68 0.15
S2 -1.10 -1.63 -0.61
O2 -2.07 -4.11 -1.79
C28 -3.38 -4.19 -1.19
C29 -3.37 -4.38 0.31
C30 -4.21 -2.99 -1.63
H22 -1.17 -1.65 -5.01
H23 -0.59 -1.02 -3.46
H24 -2.02 -2.07 -3.52
H25 0.81 -2.88 -4.30
H26 -1.73 -4.57 -4.19
H27 -0.09 -5.20 -4.43
H28 -0.81 -4.12 -5.64
H29 -3.80 -5.10 -1.65
H30 -2.97 -3.50 0.82
H31 -2.77 -5.24 0.60
H32 -4.40 -4.53 0.64
H33 -3.80 -2.07 -1.22
H34 -5.24 -3.11 -1.27
H35 -4.23 -2.92 -2.71
C31 1.13 5.26 0.51
C32 1.81 4.65 -0.69
C33 3.09 4.11 -0.59
C34 3.67 3.47 -1.67
C35 2.98 3.37 -2.86
C36 1.71 3.92 -2.99
C37 1.14 4.56 -1.90
S3 3.63 2.42 -4.21
O3 3.13 2.98 -5.43
O4 5.04 2.25 -3.98
N3 2.93 0.95 -4.06
C38 3.27 0.17 -2.86
C39 2.02 -0.39 -2.18
C40 0.98 0.69 -1.92
O5 0.38 1.17 -2.90
O6 0.80 1.08 -0.72
H36 1.85 5.72 1.19
H37 0.60 4.49 1.07
H38 0.41 6.02 0.21
H39 3.62 4.17 0.35
H40 4.67 3.05 -1.59
H41 1.17 3.82 -3.92
H42 0.14 4.97 -1.99
H43 1.92 1.05 -4.15
H44 3.83 0.78 -2.14
H45 3.92 -0.65 -3.15
H46 2.33 -0.87 -1.25
H47 1.56 -1.16 -2.80

Output
2S+1   5
F_max   0.9 eV/Å
HOMO-LUMO gap (spin up / spin down)   6.68 / 6.86 eV
Energy   -4149.9146 a.u.
E_HOMO (spin up / spin down)   -4.4 / -5.3 eV
Charge   -1
Expectation value of S²   6.048

***

Entry 2:
C34H26BrN6O2SSr | wB97M-V/def2-TZVPD

Cartesian coordinates (Å):
Sr1 0.58 0.91 0.79
C1 -2.36 3.59 1.44
C2 -1.51 2.40 1.76
N1 -1.68 1.23 1.29
N2 -2.69 0.96 0.37
C3 -2.19 0.28 -0.66
O1 -0.99 -0.04 -0.87
C4 -3.21 -0.06 -1.73
C5 -2.96 -1.15 -2.55
C6 -3.85 -1.50 -3.55
C7 -4.99 -0.74 -3.77
C8 -5.25 0.36 -2.96
C9 -4.36 0.70 -1.93
C10 -0.21 2.63 2.55
C11 -0.25 3.65 3.65
C12 0.90 3.79 4.30
C13 2.00 2.88 3.86
C14 1.47 1.52 3.67
N3 0.34 1.35 3.08
H1 -3.04 3.35 0.64
H2 -1.72 4.43 1.16
H3 -2.94 3.89 2.32
H4 -2.05 -1.72 -2.38
H5 -3.64 -2.36 -4.18
H6 -5.68 -1.00 -4.57
H7 -6.14 0.96 -3.12
H8 -4.55 1.54 -1.28
H9 -1.14 4.24 3.84
H10 1.08 4.54 5.06
H11 2.96 2.97 4.34
H12 2.03 0.63 3.97
C15 5.30 0.74 0.44
C16 5.71 -0.49 0.95
C17 4.77 -1.51 1.08
C18 3.43 -1.28 0.71
C19 2.96 -0.05 0.25
C20 3.96 0.94 0.11
C21 2.44 -2.41 0.77
C22 2.85 -3.75 0.52
C23 1.93 -4.76 0.52
C24 0.56 -4.46 0.77
C25 -0.46 -5.44 0.78
C26 -1.76 -5.08 1.01
C27 -2.09 -3.72 1.23
C28 -1.12 -2.76 1.23
C29 0.24 -3.12 1.00
N4 1.18 -2.12 1.01
H13 6.03 1.54 0.30
H14 6.73 -0.65 1.25
H15 5.08 -2.47 1.50
H16 3.68 1.92 -0.27
H17 3.89 -3.96 0.29
H18 2.22 -5.78 0.32
H19 -0.20 -6.48 0.59
H20 -2.54 -5.83 1.01
H21 -3.12 -3.44 1.41
H22 -1.35 -1.71 1.38
Br1 -1.27 -0.40 -5.99
C30 -0.46 0.43 -4.49
C31 -1.01 1.59 -3.96
C32 -0.33 2.19 -2.91
N5 0.80 1.71 -2.39
C33 1.27 0.56 -2.88
C34 0.68 -0.12 -3.94
H23 -1.92 2.01 -4.35
H24 -0.71 3.11 -2.48
H25 2.17 0.17 -2.41
H26 1.11 -1.04 -4.32
O2 2.38 5.02 2.08
S1 2.23 3.56 1.90
N6 0.78 3.09 1.45

Output
F_max   5.5 eV/Å
HOMO-LUMO gap   6.87 eV
Energy   -4793.2136 a.u.
E_HOMO   -4.5 eV
Charge   -1